348
Properties=species:S:1:pos:R:3:mulliken_charge:R:1 method="wB97M-V/def2-TZVPD" total_charge=+4 lumo_ev=-6.163
C 4.508 -2.577 3.163 -1.32
C 3.228 -3.495 3.169 2.46
C 3.324 -4.451 4.363 -0.57
C 4.280 -5.667 4.000 -1.70
P 3.601 -7.042 3.005 0.74
C 4.701 -8.554 3.020 -0.63
C 4.291 -9.553 1.919 -0.48
C 4.783 -10.970 1.975 -0.43
C 4.292 -11.778 0.823 -1.41
C 3.601 -6.387 1.251 0.31
C 4.977 -6.002 0.677 -1.21
C 4.904 -5.685 -0.861 0.05
C 5.660 -4.428 -1.225 -1.26
C 1.897 -7.434 3.706 -1.19
C 0.779 -6.633 3.094 2.57
C -0.328 -6.169 4.065 0.74
C -0.853 -7.136 5.113 -1.73
H 4.529 -1.809 3.936 0.37
H 4.609 -2.121 2.178 0.03
H 5.387 -3.223 3.168 0.37
H 3.152 -3.907 2.162 -1.25
H 2.365 -2.871 3.402 -0.41
H 2.393 -4.897 4.713 -0.22
H 3.804 -4.002 5.233 0.76
H 4.433 -6.082 4.996 0.60
H 5.267 -5.323 3.692 0.67
H 4.683 -9.057 3.986 0.54
H 5.699 -8.132 2.902 0.60
H 4.643 -9.146 0.971 0.14
H 3.222 -9.716 1.785 0.24
H 4.397 -11.428 2.885 0.34
H 5.864 -10.925 2.100 0.35
H 4.733 -11.487 -0.131 0.33
H 3.216 -11.742 0.656 0.36
H 4.470 -12.836 1.013 0.40
H 2.919 -5.581 0.978 -1.14
H 3.064 -7.173 0.719 1.08
H 5.685 -6.827 0.753 0.40
H 5.495 -5.179 1.168 0.58
H 3.927 -5.746 -1.339 -0.28
H 5.433 -6.439 -1.444 0.61
H 5.447 -3.963 -2.188 0.15
H 6.738 -4.585 -1.200 0.49
H 5.452 -3.731 -0.413 0.24
H 1.971 -7.254 4.778 0.58
H 1.644 -8.455 3.421 0.36
H 0.208 -7.247 2.397 -0.08
H 1.109 -5.763 2.527 -1.32
H -1.190 -5.826 3.493 -0.56
H -0.060 -5.236 4.562 -0.31
H -1.355 -7.994 4.667 0.38
H -1.605 -6.753 5.803 0.31
H -0.008 -7.332 5.773 0.45
C -8.683 -1.593 -0.126 -1.27
C -8.460 -3.078 0.378 -0.81
C -6.975 -3.483 0.611 0.65
C -6.761 -5.000 0.473 -1.55
P -5.069 -5.721 0.548 0.84
C -4.433 -5.910 2.291 0.16
C -4.593 -4.666 3.194 1.47
C -5.913 -4.550 3.923 -1.03
C -5.956 -3.336 4.875 -1.00
C -4.930 -7.455 -0.154 -1.45
C -3.550 -7.958 -0.616 -0.94
C -2.427 -7.871 0.425 1.26
C -1.187 -8.541 -0.183 -1.34
C -3.952 -4.638 -0.464 1.32
C -4.413 -4.536 -1.920 -1.33
C -3.441 -3.736 -2.835 1.12
C -4.187 -3.418 -4.183 -1.67
H -8.289 -1.484 -1.137 0.35
H -8.076 -0.791 0.294 0.29
H -9.763 -1.441 -0.118 0.38
H -8.776 -3.677 -0.476 0.39
H -9.058 -3.310 1.259 0.42
H -6.666 -3.034 1.555 -0.17
H -6.381 -3.097 -0.217 -0.03
H -7.119 -5.256 -0.524 0.76
H -7.390 -5.569 1.158 0.59
H -3.366 -6.113 2.204 -1.26
H -5.023 -6.733 2.695 1.02
H -4.443 -3.727 2.663 -0.93
H -3.815 -4.868 3.930 0.10
H -5.980 -5.454 4.528 0.48
H -6.821 -4.480 3.323 0.22
H -6.960 -3.072 5.206 0.49
H -5.617 -2.412 4.405 -0.04
H -5.340 -3.375 5.774 0.24
H -5.606 -7.396 -1.007 0.68
H -5.424 -8.145 0.531 0.61
H -3.152 -7.427 -1.481 0.02
H -3.633 -8.981 -0.984 0.73
H -2.699 -8.394 1.342 0.43
H -2.074 -6.859 0.623 -0.78
H -0.237 -8.473 0.347 0.16
H -0.995 -7.937 -1.070 0.10
H -1.408 -9.556 -0.512 0.48
H -2.955 -5.072 -0.395 -0.56
H -3.764 -3.687 0.034 -0.28
H -5.337 -3.957 -1.934 0.27
H -4.774 -5.512 -2.245 0.61
H -2.564 -4.342 -3.066 -0.44
H -3.037 -2.839 -2.366 -0.11
H -4.966 -2.703 -3.921 0.46
H -4.685 -4.245 -4.691 0.32
H -3.453 -3.040 -4.894 0.37
C -1.800 1.199 -3.667 -1.70
C -1.508 -0.279 -3.910 0.75
C -0.105 -0.627 -4.350 -0.78
C 0.034 -2.184 -4.454 0.02
P 1.700 -2.960 -4.784 1.12
C 1.625 -4.687 -5.263 -1.70
C 1.045 -5.572 -4.036 0.66
C 0.827 -7.007 -4.608 -0.59
C -0.557 -7.075 -5.213 -1.18
C 2.614 -2.012 -6.026 0.04
C 2.197 -2.443 -7.413 -1.16
C 2.894 -1.529 -8.472 0.22
C 3.219 -2.202 -9.712 -1.62
C 2.711 -2.944 -3.277 -0.89
C 2.730 -1.540 -2.606 0.70
C 3.764 -1.610 -1.480 0.74
C 3.957 -0.242 -0.794 -1.38
H -2.830 1.440 -3.406 0.53
H -1.492 1.846 -4.489 0.50
H -1.269 1.598 -2.802 -0.03
H -2.252 -0.532 -4.665 0.37
H -1.658 -0.847 -2.991 -0.37
H 0.690 -0.199 -3.739 -0.08
H 0.090 -0.129 -5.300 0.77
H -0.632 -2.580 -5.221 1.32
H -0.283 -2.471 -3.452 -0.85
H 2.580 -5.028 -5.662 0.67
H 0.966 -4.889 -6.107 0.70
H 0.145 -5.071 -3.678 -0.33
H 1.669 -5.690 -3.151 -0.33
H 0.772 -7.770 -3.832 0.41
H 1.555 -7.296 -5.366 0.43
H -1.308 -6.761 -4.487 0.15
H -0.737 -8.086 -5.576 0.46
H -0.707 -6.439 -6.085 0.31
H 3.669 -2.243 -5.878 0.81
H 2.490 -0.953 -5.801 -0.40
H 1.118 -2.512 -7.546 0.56
H 2.481 -3.492 -7.503 0.39
H 3.777 -1.057 -8.041 -0.18
H 2.294 -0.658 -8.736 0.43
H 3.693 -1.447 -10.339 0.45
H 2.354 -2.718 -10.128 0.35
H 4.022 -2.902 -9.481 0.35
H 3.683 -3.225 -3.682 0.86
H 2.353 -3.765 -2.656 -0.64
H 1.790 -1.255 -2.135 -0.55
H 3.109 -0.845 -3.356 0.45
H 4.718 -1.797 -1.973 0.52
H 3.675 -2.392 -0.726 -1.07
H 4.165 0.561 -1.501 0.23
H 4.686 -0.318 0.013 0.54
H 3.045 0.120 -0.321 -0.09
C -3.329 4.518 -2.135 -1.08
C -2.715 5.864 -2.542 -0.44
C -2.043 6.523 -1.271 0.59
C -1.439 7.880 -1.610 -1.45
P -0.905 8.839 -0.153 1.07
C -2.410 9.007 0.791 -0.87
C -2.481 10.055 1.884 -0.66
C -3.752 9.932 2.782 -0.46
C -4.040 11.130 3.667 -1.47
C -0.411 10.566 -0.825 -1.13
C -0.072 11.632 0.203 -0.71
C -0.355 13.073 -0.230 -0.76
C 0.491 13.510 -1.322 -1.30
C 0.442 8.014 0.722 0.05
C 0.794 8.547 2.122 -1.50
C 0.158 7.735 3.221 1.34
C 0.898 7.972 4.549 -1.57
H -4.177 4.666 -1.466 0.40
H -2.661 3.850 -1.592 -0.01
H -3.724 3.995 -3.006 0.46
H -3.466 6.562 -2.911 0.61
H -2.052 5.725 -3.396 -0.09
H -1.219 5.853 -1.027 -0.47
H -2.604 6.612 -0.341 0.35
H -2.183 8.427 -2.189 0.58
H -0.582 7.786 -2.277 0.46
H -2.582 8.071 1.323 0.22
H -3.220 9.070 0.065 0.68
H -2.475 11.080 1.514 0.51
H -1.595 9.997 2.517 0.26
H -3.730 8.974 3.302 0.24
H -4.607 9.922 2.105 0.41
H -3.177 11.358 4.292 0.33
H -4.967 10.983 4.221 0.40
H -4.136 11.974 2.983 0.38
H -1.223 10.833 -1.500 0.56
H 0.478 10.374 -1.426 0.67
H 1.001 11.664 0.393 0.40
H -0.400 11.497 1.234 0.40
H -0.170 13.724 0.625 0.41
H -1.388 13.327 -0.468 0.36
H 0.503 12.822 -2.167 0.28
H 1.529 13.719 -1.063 0.34
H 0.282 14.501 -1.727 0.41
H 1.320 8.047 0.077 0.64
H 0.190 6.967 0.891 -0.18
H 0.676 9.630 2.089 0.35
H 1.875 8.513 2.259 0.58
H 0.248 6.667 3.024 -0.14
H -0.889 7.992 3.384 -0.49
H 0.443 8.896 4.909 0.36
H 1.975 8.124 4.485 0.41
H 0.674 7.201 5.287 0.36
C 2.218 1.330 2.747 -0.13
C 2.205 1.013 4.280 -1.34
C 1.100 -0.008 4.536 -0.20
C -0.350 0.479 4.356 0.82
P -1.698 -0.320 5.342 -0.13
C -2.094 0.647 6.794 -0.98
C -1.029 0.614 7.873 -0.83
C 0.109 1.627 7.715 -0.17
C -0.295 3.091 7.961 -1.20
C -1.159 -2.015 5.829 -0.65
C -2.184 -2.532 6.899 -0.67
C -2.145 -4.070 7.180 0.26
C -0.940 -4.704 7.795 -1.12
C -3.248 -0.433 4.406 -0.63
C -3.177 -1.219 3.158 1.88
C -4.348 -0.971 2.130 0.25
C -4.388 0.473 1.527 -1.41
H 1.386 1.996 2.517 -0.21
H 2.122 0.427 2.146 -0.25
H 3.103 1.811 2.330 0.63
H 2.146 1.943 4.845 0.40
H 3.181 0.598 4.531 0.51
H 1.327 -0.229 5.579 0.61
H 1.275 -0.929 3.979 -0.24
H -0.628 0.437 3.303 -0.43
H -0.450 1.539 4.593 0.51
H -3.027 0.273 7.215 0.73
H -2.250 1.693 6.529 0.31
H -0.583 -0.374 7.993 0.46
H -1.556 0.760 8.816 0.53
H 0.417 1.654 6.670 -0.14
H 0.892 1.341 8.418 0.48
H -1.022 3.446 7.231 -0.01
H 0.598 3.695 7.800 0.46
H -0.552 3.377 8.981 0.40
H -0.127 -1.991 6.180 0.90
H -1.028 -2.624 4.935 0.00
H -3.224 -2.425 6.589 0.14
H -2.074 -1.971 7.827 0.41
H -2.450 -4.595 6.274 -0.68
H -2.958 -4.352 7.848 0.65
H -0.167 -4.010 8.126 0.33
H -0.311 -5.220 7.070 0.05
H -1.064 -5.440 8.590 0.31
H -3.467 0.605 4.158 0.51
H -4.124 -0.699 4.997 0.60
H -2.947 -2.276 3.293 -0.77
H -2.184 -1.042 2.743 -0.50
H -5.277 -1.143 2.672 0.43
H -4.275 -1.687 1.311 -0.64
H -4.477 1.262 2.274 0.40
H -5.187 0.548 0.789 0.53
H -3.450 0.691 1.016 -0.07
C -1.497 6.182 -6.738 -1.22
C 0.042 6.511 -6.716 -0.90
C 0.824 5.556 -5.731 0.25
C 2.312 5.855 -5.943 -1.53
P 3.486 4.889 -4.870 1.05
C 5.092 5.725 -5.180 -1.04
C 5.565 6.022 -6.654 -0.79
C 6.716 7.020 -6.859 -0.50
C 8.038 6.422 -6.589 -1.19
C 2.874 4.896 -3.189 -0.93
C 1.833 3.794 -2.929 1.05
C 1.117 4.002 -1.588 0.16
C 1.863 3.236 -0.374 -1.10
C 3.560 3.174 -5.503 -1.65
C 4.440 2.203 -4.712 0.48
C 4.700 0.971 -5.615 0.12
C 5.703 1.075 -6.774 -1.76
H -1.877 6.595 -7.673 0.46
H -2.006 6.675 -5.909 0.21
H -1.691 5.115 -6.849 0.32
H 0.166 7.593 -6.667 0.48
H 0.315 6.407 -7.766 0.46
H 0.624 4.520 -6.006 0.23
H 0.544 5.797 -4.706 -0.15
H 2.498 6.920 -5.798 0.54
H 2.564 5.569 -6.964 0.71
H 5.807 5.114 -4.630 0.75
H 5.078 6.658 -4.618 0.63
H 4.705 6.458 -7.162 0.40
H 5.650 5.087 -7.208 0.34
H 6.453 7.795 -6.139 0.32
H 6.764 7.378 -7.888 0.32
H 8.433 5.942 -7.485 0.32
H 7.947 5.700 -5.778 0.29
H 8.845 7.117 -6.355 0.35
H 2.604 5.945 -3.063 0.39
H 3.704 4.656 -2.524 0.57
H 2.190 2.774 -3.074 -0.85
H 1.037 3.947 -3.658 -0.04
H 0.071 3.711 -1.488 0.00
H 1.014 5.059 -1.345 -0.16
H 1.790 2.167 -0.574 -0.04
H 1.387 3.467 0.579 0.26
H 2.924 3.416 -0.204 0.56
H 3.855 3.277 -6.548 0.89
H 2.560 2.746 -5.579 0.62
H 3.898 1.840 -3.839 -0.72
H 5.346 2.608 -4.260 0.70
H 3.722 0.606 -5.929 -0.28
H 5.180 0.159 -5.070 0.50
H 5.579 1.748 -7.623 0.33
H 5.668 0.068 -7.188 0.48
H 6.738 1.212 -6.461 0.35
C -0.143 -3.515 1.061 0.25
O -0.114 -2.075 0.928 0.23
O -1.469 -3.843 1.458 -0.01
C 0.423 -4.230 -0.228 -0.13
F -0.223 -4.034 -1.321 0.37
F 1.652 -3.796 -0.523 -0.16
F 0.499 -5.608 -0.134 0.06
C -0.908 -1.364 -0.044 0.93
C -0.619 0.130 0.003 0.12
H -0.611 0.540 1.012 -0.77
H 0.390 0.239 -0.395 -0.43
H -1.299 0.781 -0.547 0.21
H -1.972 -1.407 0.188 -0.81
H -0.783 -1.787 -1.041 0.10
H 0.631 -3.678 1.810 -1.00
C -2.233 4.036 3.463 -0.39
O -2.592 5.287 4.050 -0.19
O -2.907 3.036 4.191 -0.81
C -2.221 4.052 1.893 0.61
F -1.402 3.113 1.408 0.10
F -3.479 4.010 1.334 -0.30
F -1.606 5.159 1.484 -0.06
C -1.926 5.821 5.180 0.26
C -2.670 7.146 5.456 -0.98
H -2.551 7.824 4.611 -0.25
H -3.718 6.882 5.601 0.41
H -2.372 7.649 6.375 0.46
H -0.894 5.917 4.843 0.24
H -2.015 5.217 6.082 -0.04
H -1.165 4.045 3.680 -0.03